# 1
Below is C13H28N2O15PS5 as an isolated structure at a distorted geometry, with properties calculated with ωB97M-V with the def2-TZVPD basis set.

Gap between HOMO and LUMO = 8.2 eV
Max |F| = 3.5 eV Å⁻¹
E_LUMO = 1.7116 eV
Total charge = -1
Energy = -111091.6906 eV
Highest occupied orbital energy = -6.5 eV

Element x y z (Å)
O1 2.100 3.584 2.887
N1 1.299 4.022 2.174
O2 1.772 5.197 1.509
C1 0.650 6.016 1.250
S1 -0.185 5.503 -0.301
O3 0.505 4.320 -0.744
O4 -0.116 6.630 -1.205
N2 -1.657 5.233 0.283
S2 -2.776 4.637 -0.686
O5 -2.372 3.498 -1.495
O6 -3.557 5.624 -1.381
P1 -4.062 3.797 0.858
O7 -5.363 4.468 0.904
O8 -4.149 2.224 0.642
O9 -3.226 3.954 2.211
H1 -0.066 5.891 2.061
H2 0.936 7.060 1.195
H3 -3.268 1.828 0.709
H4 -2.650 4.731 2.132
C2 3.145 0.295 -0.249
C3 3.635 -0.943 0.519
C4 2.700 -1.130 1.718
S3 1.113 -0.441 1.225
O10 0.800 0.709 2.032
O11 0.149 -1.512 1.079
C5 1.634 0.143 -0.378
H5 3.616 0.384 -1.227
H6 3.377 1.197 0.321
H7 3.583 -1.822 -0.127
H8 4.670 -0.836 0.843
H9 2.553 -2.177 1.967
H10 3.043 -0.574 2.590
H11 1.120 1.066 -0.614
H12 1.376 -0.628 -1.105
C6 1.504 -6.860 3.128
C7 0.420 -6.996 2.050
C8 0.648 -5.874 1.029
S4 2.407 -5.510 1.071
O12 2.579 -4.169 1.569
O13 3.028 -5.929 -0.159
C9 2.819 -6.661 2.380
H13 1.545 -7.734 3.777
H14 1.297 -5.987 3.752
H15 0.513 -7.967 1.560
H16 -0.581 -6.938 2.475
H17 0.380 -6.168 0.017
H18 0.121 -4.960 1.300
H19 3.614 -6.239 2.990
H20 3.156 -7.584 1.909
C10 -3.045 0.022 -2.837
C11 -3.483 1.286 -3.590
C12 -2.305 2.267 -3.564
S5 -0.822 1.261 -3.459
O14 -0.196 1.515 -2.189
O15 -0.074 1.343 -4.691
C13 -1.656 -0.323 -3.365
H21 -3.743 -0.802 -2.984
H22 -2.991 0.231 -1.767
H23 -3.728 1.027 -4.624
H24 -4.370 1.735 -3.145
H25 -2.246 2.877 -4.461
H26 -2.327 2.909 -2.681
H27 -1.093 -0.990 -2.715
H28 -1.700 -0.731 -4.375

These are the Löwdin partial charges, in e, on atoms 1 to 6: number 1, O, carries 0.0836; number 2, N, carries -0.0098; number 3, O, carries -0.1334; number 4, C, carries -0.2440; number 5, S, carries 0.5305; number 6, O, carries -0.3095

---

# 2
Below is C13H28N2O4S in the gas phase at a distorted geometry, with properties calculated with ωB97M-V with the def2-TZVPD basis set.

SMILES string = CCCC[N+](C)(C)CCC(=O)NC(C)(C)CS(=O)(=O)[O-]
Gap between HOMO and LUMO = 9.4 eV
Energy above the lowest of the compared OMol25 structures with the same formula, charge and spin = 0.00 kcal per mole
Max |F| = 1.1 eV Å⁻¹
E_LUMO = 0.3339 eV
Total charge = 0
Energy = -35940.9760 eV
Highest occupied orbital energy = -9.1 eV

Element x y z (Å)
C1 -5.694 -0.487 -0.340
H1 -5.734 -1.506 0.037
C2 -4.866 0.396 0.588
H2 -4.791 1.401 0.168
C3 -3.460 -0.152 0.858
C4 -2.577 -0.031 -0.382
N1 -1.231 -0.660 -0.300
C5 -0.513 -0.358 -1.553
H3 -0.328 0.708 -1.655
H4 -1.099 -0.704 -2.402
H5 0.437 -0.906 -1.531
C6 -1.333 -2.130 -0.208
H6 -1.745 -2.432 0.751
H7 -0.323 -2.543 -0.315
H8 -1.961 -2.511 -1.012
C7 -0.453 -0.208 0.888
C8 -0.087 1.277 0.935
H9 0.134 1.524 1.974
H10 -0.906 1.918 0.604
C9 1.163 1.607 0.097
O1 1.058 2.230 -0.946
N2 2.288 1.167 0.672
H11 2.169 0.441 1.384
C10 3.570 0.927 0.003
C11 3.402 -0.292 -0.893
H12 4.348 -0.636 -1.297
H13 2.701 -0.103 -1.700
S1 2.751 -1.756 0.017
O2 3.832 -2.701 0.093
O3 1.606 -2.189 -0.805
O4 2.243 -1.327 1.338
C12 4.009 2.158 -0.791
H14 4.951 1.956 -1.293
H15 4.140 3.002 -0.118
H16 3.259 2.420 -1.531
C13 4.589 0.600 1.095
H17 4.627 1.401 1.831
H18 5.576 0.478 0.658
H19 4.310 -0.329 1.585
H20 0.474 -0.804 0.929
H21 -1.042 -0.463 1.770
H22 -3.089 -0.495 -1.227
H23 -2.440 1.026 -0.618
H24 -3.549 -1.194 1.168
H25 -3.028 0.417 1.682
H26 -5.385 0.477 1.544
H27 -6.711 -0.108 -0.399
H28 -5.290 -0.505 -1.348

These are the Löwdin partial charges, in e, on atoms 1 to 6: number 1, C, carries -0.1039; number 2, H, carries 0.0772; number 3, C, carries -0.2506; number 4, H, carries 0.1116; number 5, C, carries -0.1836; number 6, C, carries -0.1362

---

# 3
Below is C13H28NO4P in the gas phase at a distorted geometry, with properties calculated with ωB97M-V with the def2-TZVPD basis set.

SMILES string = CCCCOP(=O)(CN1CCOCC1)OCCCC
Gap between HOMO and LUMO = 9.5 eV
Energy above the lowest of the compared OMol25 structures with the same formula, charge and spin = 2.19 kcal per mole
Max |F| = 1.2 eV Å⁻¹
E_LUMO = 0.8575 eV
Total charge = 0
Energy = -32906.2532 eV
Highest occupied orbital energy = -8.7 eV

Element x y z (Å)
C1 -1.299 -2.617 1.992
C2 -2.379 -2.520 0.920
C3 -1.977 -3.172 -0.406
C4 -0.713 -2.575 -1.014
H1 -0.514 -3.005 -2.001
H2 0.155 -2.773 -0.377
O1 -0.889 -1.165 -1.152
P1 0.427 -0.287 -1.416
O2 1.311 -0.797 -2.471
O3 1.149 -0.314 0.038
C5 2.567 -0.353 0.088
C6 3.168 1.032 -0.116
C7 4.694 1.037 -0.041
C8 5.230 0.760 1.359
H3 6.312 0.865 1.373
H4 4.984 -0.248 1.681
H5 4.810 1.464 2.074
H6 5.087 0.294 -0.738
H7 5.049 2.017 -0.367
H8 2.755 1.714 0.632
H9 2.855 1.375 -1.105
H10 2.811 -0.755 1.074
H11 2.938 -1.029 -0.690
H12 -2.796 -3.054 -1.118
H13 -1.803 -4.240 -0.258
H14 -3.287 -3.011 1.277
H15 -2.619 -1.471 0.745
H16 -1.681 -2.244 2.939
H17 -0.986 -3.651 2.130
H18 -0.430 -2.022 1.721
C9 -0.249 1.424 -1.710
N1 -1.365 1.887 -0.946
C10 -2.640 1.330 -1.371
H19 -2.776 1.540 -2.434
C11 -3.756 2.001 -0.569
H20 -4.725 1.569 -0.823
O4 -3.584 1.803 0.814
C12 -2.346 2.328 1.232
C13 -1.182 1.683 0.481
H21 -0.244 2.154 0.783
H22 -1.134 0.612 0.724
H23 -2.273 2.126 2.302
H24 -2.328 3.415 1.062
H25 -3.764 3.079 -0.792
H26 -2.681 0.244 -1.212
H27 -0.487 1.458 -2.775
H28 0.603 2.092 -1.538

These are the Löwdin partial charges, in e, on atoms 1 to 6: number 1, C, carries -0.1005; number 2, C, carries -0.2534; number 3, C, carries -0.1798; number 4, C, carries -0.2247; number 5, H, carries 0.1260; number 6, H, carries 0.1163

---

Which of these has the lowest E_LUMO?
C13H28N2O4S